{
  "formula": "C7H10S",
  "method": "ωB97M-V/def2-TZVPD",
  "symbols": ["S", "C", "C", "C", "C", "C", "C", "C", "H", "H", "H", "H", "H", "H", "H", "H", "H", "H"],
  "positions_angstrom": [[0.6248, -1.3941, 1.1805], [-0.8553, -0.1504, 0.7199], [0.9422, 1.1711, 0.1663], [-0.6047, -0.5048, -0.7589], [-1.2106, -1.9586, -0.8934], [-0.4065, 1.2642, 0.8926], [0.9020, -0.3176, -0.4369], [2.0753, 1.9942, 0.0903], [-1.0738, 1.9355, 0.6103], [-1.1446, 0.3516, -1.1988], [-1.9116, -0.5044, 1.0594], [2.0680, 3.1161, 0.2193], [-0.3881, -2.5766, -0.0970], [-1.2988, -2.5247, -2.0749], [1.8654, -0.4667, -0.9841], [-2.3003, -2.0988, -0.5134], [3.0537, 1.3198, -0.0272], [-0.3370, 1.3443, 2.0459]],
  "e_tot_ev": -18251.0656,
  "lumo_energy_ev": 0.606,
  "orbital_gap_ev": 8.778,
  "e_homo_ev": -8.172,
  "smiles": "C=C1C[C@@H]2S[C@H]1[C@H]2C",
  "fmax_ev_per_a": 6.08,
  "e_above_lowest_kcal_mol": 118.8
}



{
  "formula": "C7H10S",
  "method": "ωB97M-V/def2-TZVPD",
  "symbols": ["S", "C", "C", "C", "C", "C", "C", "C", "H", "H", "H", "H", "H", "H", "H", "H", "H", "H"],
  "positions_angstrom": [[0.7156, -2.1192, -0.4430], [-0.0207, 0.7887, -0.2347], [-2.4837, 0.5086, -0.1124], [2.2814, 1.3188, -0.1518], [1.2797, 0.4165, -0.0445], [-1.0188, -0.0627, -0.0929], [-0.9277, -1.5369, 0.1938], [1.6537, -0.9008, 0.3112], [-3.0089, 0.8665, 1.0929], [-1.6905, -1.8248, -0.5417], [-1.2582, -2.0922, 1.1810], [-2.2335, 1.6121, -0.8727], [-3.0385, -0.3940, -0.7240], [-0.2546, 1.9064, -0.5467], [2.7956, -1.0634, 0.1999], [1.6777, -0.8877, 1.5276], [2.0804, 2.3755, -0.4806], [3.4510, 1.0886, -0.2614]],
  "e_tot_ev": -18251.6405,
  "lumo_energy_ev": 0.640,
  "orbital_gap_ev": 8.936,
  "e_homo_ev": -8.296,
  "fmax_ev_per_a": 6.00,
  "e_above_lowest_kcal_mol": 105.5
}



{
  "formula": "C7H10S",
  "method": "ωB97M-V/def2-TZVPD",
  "symbols": ["S", "C", "C", "C", "C", "C", "C", "C", "H", "H", "H", "H", "H", "H", "H", "H", "H", "H"],
  "positions_angstrom": [[2.7966, -0.2194, 0.0047], [-1.6571, -0.9156, -0.0344], [0.5003, 0.2652, 0.0194], [1.5661, 0.8260, -0.9300], [-0.7309, 1.2012, 0.2597], [-0.2072, -0.9420, -0.5648], [-1.8855, 0.5559, 0.1795], [1.4083, -0.2123, 1.1766], [-2.3811, -1.4358, -0.6285], [1.7123, 1.8210, -0.5785], [-1.7041, -1.4267, 0.9003], [0.4003, -1.8357, -0.4886], [-0.3733, -0.9500, -1.6502], [1.5016, 0.5313, 1.9571], [1.3684, 0.6535, -1.9823], [1.1554, -1.1761, 1.6765], [-0.6009, 2.2450, 0.6106], [-2.8691, 1.0145, 0.0730]],
  "e_tot_ev": -18254.7779,
  "lumo_energy_ev": 0.915,
  "orbital_gap_ev": 9.491,
  "e_homo_ev": -8.576,
  "fmax_ev_per_a": 2.35,
  "e_above_lowest_kcal_mol": 33.2
}



{
  "formula": "C7H10S2",
  "method": "ωB97M-V/def2-TZVPD",
  "symbols": ["S", "S", "C", "C", "C", "C", "C", "C", "C", "H", "H", "H", "H", "H", "H", "H", "H", "H", "H"],
  "positions_angstrom": [[1.0784, -2.2901, -0.3953], [-2.2036, -1.2118, -0.9581], [-0.3915, 1.3938, 1.6043], [0.9890, 1.5429, 0.9848], [-1.2181, -0.4194, 0.0165], [-1.4766, 0.9323, 0.6407], [0.5350, -0.7234, -0.1305], [1.3051, 0.2416, 0.2469], [0.5943, -2.3981, -2.1827], [-2.5099, 0.8991, 1.1804], [-0.3829, -2.0256, -2.1967], [2.3572, 0.1625, -0.0535], [-0.7479, 2.3448, 1.9962], [-0.5647, 0.7591, 2.4855], [1.2275, -1.9268, -2.8103], [1.0036, 2.4182, 0.2173], [0.4673, -3.4252, -2.3772], [-1.8164, 1.7616, 0.0346], [1.7543, 1.9647, 1.6971]],
  "e_tot_ev": -29088.7008,
  "lumo_energy_ev": -0.264,
  "orbital_gap_ev": 7.914,
  "e_homo_ev": -8.177,
  "smiles": "CSC1=CCCCC1=S",
  "fmax_ev_per_a": 5.86,
  "e_above_lowest_kcal_mol": 69.4
}